A cluster of 14 separate species, C33H91N3O14 in total, computed with wB97M-V/def2-TZVPD.

Output
orbital gap	8.3	eV
E_HOMO	-8.1	eV
E	-2529.369244	a.u.
energy above the lowest of the compared OMol25 structures with the same formula, charge and spin	31.13	kcal/mol

Element x y z (Å)
1 C 7.98 5.92 8.33
2 C 6.93 5.46 9.34
3 O 7.28 5.61 10.70
4 H 8.38 6.90 8.60
5 H 7.47 5.80 7.38
6 H 8.82 5.23 8.50
7 H 6.51 4.50 9.04
8 H 6.07 6.11 9.13
9 H 8.19 5.28 10.77
10 C 15.06 7.56 2.55
11 C 14.64 6.21 3.13
12 O 13.24 6.22 3.39
13 H 15.09 7.58 1.46
14 H 16.05 7.83 2.93
15 H 14.37 8.32 2.91
16 H 15.26 5.95 3.99
17 H 14.84 5.38 2.44
18 H 12.88 5.33 3.45
19 C 7.57 9.69 9.70
20 C 6.05 9.63 9.72
21 O 5.59 10.92 9.29
22 H 8.03 9.50 8.73
23 H 8.06 8.96 10.35
24 H 7.86 10.66 10.12
25 H 5.66 9.46 10.73
26 H 5.65 8.76 9.19
27 H 4.66 10.99 9.52
28 O 6.67 11.07 6.81
29 H 6.57 11.10 7.79
30 H 6.01 11.69 6.48
31 O 7.05 8.18 -1.50
32 H 7.40 7.28 -1.39
33 H 7.17 8.60 -0.65
34 O 8.55 12.79 0.08
35 H 9.47 12.59 0.29
36 H 8.28 13.43 0.76
37 O 5.91 12.19 0.54
38 H 6.80 12.02 0.86
39 H 5.44 11.33 0.63
40 O 6.76 8.06 5.77
41 H 6.62 8.89 6.27
42 H 7.53 8.25 5.21
43 O 6.29 14.45 3.56
44 H 6.04 13.56 3.29
45 H 5.46 14.87 3.80
46 O 4.85 9.56 0.66
47 H 4.50 9.57 1.57
48 H 4.19 9.06 0.16
49 O 5.02 6.95 3.78
50 H 5.48 6.82 2.95
51 H 5.69 7.31 4.39
52 C 9.64 10.19 2.13
53 C 8.83 9.40 3.17
54 C 8.89 7.91 2.79
55 C 10.20 7.28 3.28
56 C 10.24 7.34 4.79
57 C 10.27 8.78 5.28
58 N 9.25 9.60 4.56
59 O 9.21 10.92 4.99
60 C 9.94 8.94 6.77
61 C 11.65 9.36 5.04
62 C 7.41 9.94 3.05
63 H 9.30 9.94 1.13
64 H 10.72 10.03 2.19
65 H 9.56 11.28 2.25
66 H 8.13 7.35 3.35
67 H 8.63 7.75 1.74
68 H 11.09 7.65 2.78
69 H 10.21 6.22 3.03
70 H 11.07 6.82 5.29
71 H 9.44 6.74 5.26
72 H 10.58 8.40 7.48
73 H 10.04 9.95 7.15
74 H 8.96 8.52 7.02
75 H 11.90 9.49 3.99
76 H 11.68 10.40 5.39
77 H 12.41 8.80 5.59
78 H 7.37 11.02 3.20
79 H 6.73 9.50 3.79
80 H 6.92 9.84 2.08
81 H 8.45 10.92 5.58
82 C 10.39 9.59 -3.44
83 C 11.77 9.89 -4.03
84 C 12.07 11.41 -4.14
85 C 12.26 12.10 -2.80
86 C 13.42 11.38 -2.08
87 C 13.19 9.87 -1.94
88 N 12.88 9.32 -3.27
89 O 12.85 7.90 -3.24
90 C 14.50 9.21 -1.48
91 C 12.19 9.64 -0.79
92 C 11.80 9.39 -5.49
93 H 10.50 8.77 -2.73
94 H 9.64 9.26 -4.17
95 H 9.92 10.45 -2.97
96 H 12.86 11.58 -4.87
97 H 11.19 11.87 -4.60
98 H 11.39 12.01 -2.15
99 H 12.49 13.15 -2.93
100 H 13.50 11.81 -1.07
101 H 14.38 11.56 -2.55
102 H 14.38 8.15 -1.28
103 H 15.23 9.31 -2.29
104 H 14.92 9.75 -0.63
105 H 12.67 9.84 0.17
106 H 11.38 10.37 -0.83
107 H 11.70 8.67 -0.77
108 H 12.86 9.52 -5.76
109 H 11.18 9.97 -6.16
110 H 11.50 8.35 -5.57
111 H 13.67 7.69 -3.69
112 C 8.89 18.45 7.80
113 C 10.04 17.59 7.27
114 C 10.76 16.90 8.44
115 C 9.91 15.84 9.12
116 C 9.65 14.71 8.08
117 C 9.04 15.25 6.76
118 N 9.73 16.49 6.36
119 O 9.16 17.06 5.19
120 C 9.14 14.13 5.73
121 C 7.56 15.62 7.04
122 C 11.19 18.46 6.71
123 H 9.17 19.29 8.44
124 H 8.30 17.90 8.54
125 H 8.27 18.64 6.93
126 H 11.72 16.46 8.17
127 H 11.12 17.65 9.16
128 H 8.93 16.12 9.51
129 H 10.43 15.33 9.93
130 H 8.99 14.05 8.65
131 H 10.58 14.19 7.86
132 H 10.18 13.98 5.44
133 H 8.78 13.23 6.22
134 H 8.46 14.26 4.89
135 H 6.89 14.78 6.80
136 H 7.47 15.92 8.08
137 H 7.14 16.44 6.46
138 H 10.79 19.07 5.89
139 H 11.95 17.85 6.22
140 H 11.58 19.14 7.45
141 H 9.69 16.76 4.46


A cluster of 9 separate species, C33H92N8O9 in total, computed with wB97M-V/def2-TZVPD.

Output
orbital gap	9.5	eV
E_HOMO	-9.1	eV
E	-2427.401302	a.u.
SMILES string	COC[C@H](C)N.COC[C@H](C)N.COC[C@H](C)N.COC[C@H](C)N.COC[C@H](C)N.COC[C@H](C)N.COC[C@H](C)N.COC[C@H](C)N.CO
energy above the lowest of the compared OMol25 structures with the same formula, charge and spin	92.55	kcal/mol

Element x y z (Å)
1 C -4.80 24.02 -19.21
2 O -5.14 25.28 -18.66
3 C -4.22 25.55 -17.62
4 C -4.54 26.97 -17.05
5 C -4.59 28.01 -18.22
6 N -3.47 27.42 -16.15
7 H -5.39 23.85 -20.11
8 H -5.12 23.27 -18.49
9 H -3.73 23.86 -19.36
10 H -4.38 24.87 -16.78
11 H -3.15 25.52 -17.82
12 H -5.45 26.83 -16.47
13 H -4.58 29.07 -17.98
14 H -5.38 27.75 -18.93
15 H -3.62 27.95 -18.71
16 H -3.69 28.35 -15.82
17 H -2.67 27.55 -16.75
18 C 2.03 34.37 -32.75
19 O 0.83 35.01 -33.13
20 C -0.22 34.18 -32.77
21 C -1.55 34.83 -33.20
22 C -2.80 34.08 -32.71
23 N -1.54 34.84 -34.61
24 H 2.05 34.24 -31.67
25 H 2.91 35.00 -32.86
26 H 2.30 33.45 -33.26
27 H -0.22 33.22 -33.30
28 H -0.34 33.93 -31.72
29 H -1.62 35.77 -32.66
30 H -2.79 33.89 -31.63
31 H -2.81 33.05 -33.06
32 H -3.75 34.52 -32.99
33 H -0.59 34.97 -34.91
34 H -1.57 33.87 -34.86
35 C 5.66 32.96 -24.33
36 O 5.86 31.59 -24.01
37 C 7.17 31.27 -23.66
38 C 7.43 29.71 -23.48
39 C 8.82 29.44 -22.99
40 N 7.21 28.89 -24.68
41 H 6.39 33.45 -24.98
42 H 5.68 33.51 -23.39
43 H 4.74 33.03 -24.90
44 H 7.87 31.62 -24.43
45 H 7.44 31.82 -22.76
46 H 6.83 29.27 -22.68
47 H 9.60 29.86 -23.63
48 H 9.03 28.38 -22.88
49 H 8.85 29.91 -22.01
50 H 7.89 29.02 -25.42
51 H 6.34 29.26 -25.03
52 C -10.89 31.99 -31.43
53 O -11.78 32.26 -32.51
54 C -11.34 31.89 -33.77
55 C -12.49 32.20 -34.80
56 C -13.67 31.27 -34.76
57 N -11.99 32.20 -36.17
58 H -11.30 32.57 -30.60
59 H -9.87 32.34 -31.62
60 H -10.83 30.92 -31.21
61 H -10.47 32.48 -34.08
62 H -11.01 30.85 -33.86
63 H -12.82 33.23 -34.72
64 H -13.41 30.23 -34.97
65 H -14.35 31.60 -35.54
66 H -14.13 31.44 -33.79
67 H -12.55 32.82 -36.74
68 H -11.07 32.61 -36.12
69 C 3.04 29.06 -16.37
70 O 2.45 28.93 -15.10
71 C 3.43 28.73 -14.06
72 C 2.73 28.71 -12.71
73 C 3.68 28.73 -11.56
74 N 1.82 27.58 -12.59
75 H 3.83 29.81 -16.37
76 H 2.33 29.41 -17.12
77 H 3.58 28.15 -16.64
78 H 3.92 27.79 -14.32
79 H 4.23 29.46 -14.13
80 H 2.20 29.66 -12.60
81 H 4.34 27.86 -11.51
82 H 3.11 28.66 -10.63
83 H 4.18 29.69 -11.54
84 H 2.32 26.75 -12.88
85 H 1.08 27.69 -13.27
86 C -1.50 36.44 -22.52
87 O -2.07 36.61 -23.83
88 C -3.14 37.60 -23.83
89 C -3.28 37.90 -25.32
90 C -2.03 38.45 -26.10
91 N -4.41 38.84 -25.43
92 H -1.16 37.38 -22.10
93 H -0.70 35.71 -22.71
94 H -2.22 36.05 -21.80
95 H -4.04 37.10 -23.47
96 H -2.85 38.50 -23.28
97 H -3.53 36.99 -25.86
98 H -2.24 38.60 -27.16
99 H -1.19 37.77 -26.02
100 H -1.76 39.45 -25.76
101 H -4.66 38.95 -26.40
102 H -5.20 38.49 -24.90
103 C -3.87 30.30 -25.05
104 O -3.09 29.37 -25.80
105 C -2.14 28.66 -24.93
106 C -0.97 28.17 -25.79
107 C 0.03 27.29 -25.00
108 N -0.25 29.33 -26.28
109 H -4.23 31.07 -25.74
110 H -3.27 30.76 -24.26
111 H -4.69 29.84 -24.51
112 H -1.72 29.21 -24.09
113 H -2.60 27.86 -24.36
114 H -1.34 27.58 -26.62
115 H 0.32 27.78 -24.07
116 H 0.88 27.00 -25.62
117 H -0.52 26.37 -24.82
118 H 0.36 29.64 -25.54
119 H -1.02 29.98 -26.33
120 C -12.55 27.56 -25.89
121 O -13.65 27.43 -26.80
122 C -14.59 28.52 -26.77
123 C -15.78 28.28 -27.70
124 C -16.50 29.61 -27.90
125 N -16.79 27.42 -27.13
126 H -13.01 27.22 -24.96
127 H -12.23 28.60 -25.80
128 H -11.75 26.88 -26.19
129 H -14.93 28.76 -25.77
130 H -14.08 29.45 -27.03
131 H -15.50 27.91 -28.68
132 H -15.95 30.37 -28.46
133 H -16.60 30.06 -26.92
134 H -17.50 29.53 -28.32
135 H -16.27 26.56 -27.10
136 H -17.55 27.29 -27.79
137 C 2.97 27.73 -32.65
138 O 1.86 27.16 -31.94
139 H 3.78 27.82 -31.93
140 H 3.25 27.20 -33.56
141 H 2.72 28.70 -33.08
142 H 1.64 27.74 -31.21


A cluster of 11 separate species, C33H93F3N8O14S in total, computed with wB97M-V/def2-TZVPD.

Output
orbital gap	6.3	eV
E_HOMO	-8.0	eV
E	-3501.823896	a.u.
energy above the lowest of the compared OMol25 structures with the same formula, charge and spin	167.17	kcal/mol

Element x y z (Å)
1 N 16.54 8.44 18.88
2 H 16.39 8.45 17.88
3 H 16.71 7.46 19.05
4 H 15.66 8.62 19.34
5 H 17.23 9.09 19.21
6 C 18.86 3.01 15.39
7 F 17.73 3.25 14.71
8 F 18.65 2.19 16.37
9 F 19.70 2.51 14.47
10 S 19.57 4.65 16.06
11 O 19.30 5.63 15.01
12 O 18.61 4.86 17.21
13 O 20.95 4.59 16.44
14 C 22.92 1.46 20.79
15 C 24.43 1.16 20.94
16 O 25.04 0.89 22.15
17 O 22.22 0.33 21.08
18 H 22.52 1.93 19.89
19 H 22.63 2.23 21.51
20 H 24.92 2.01 20.47
21 H 24.68 0.32 20.29
22 H 25.56 1.64 22.45
23 H 22.77 -0.21 21.65
24 C 22.93 8.16 20.66
25 C 24.30 7.60 20.21
26 O 24.27 7.10 18.83
27 O 21.93 7.15 20.40
28 H 22.61 8.94 19.97
29 H 22.90 8.60 21.66
30 H 24.66 6.85 20.91
31 H 24.98 8.45 20.16
32 H 23.48 6.59 18.67
33 H 22.04 6.76 19.53
34 C 20.80 5.19 7.57
35 C 19.98 4.00 8.01
36 C 19.76 2.89 6.98
37 O 18.71 2.00 7.56
38 C 18.85 0.67 7.15
39 N 20.55 3.46 9.19
40 H 20.52 6.15 8.00
41 H 20.70 5.17 6.49
42 H 21.88 5.10 7.72
43 H 19.04 4.41 8.38
44 H 20.69 2.40 6.68
45 H 19.43 3.31 6.03
46 H 19.82 0.23 7.40
47 H 18.82 0.53 6.07
48 H 17.99 0.18 7.61
49 H 20.99 4.05 9.88
50 H 20.03 2.65 9.49
51 C 21.79 11.08 16.34
52 C 22.99 12.11 16.28
53 C 22.82 13.26 17.30
54 O 22.68 12.84 18.61
55 C 22.79 13.97 19.44
56 N 24.13 11.31 16.61
57 H 21.83 10.24 15.65
58 H 20.89 11.66 16.15
59 H 21.53 10.61 17.28
60 H 23.05 12.52 15.27
61 H 21.86 13.73 17.05
62 H 23.55 14.05 17.13
63 H 23.68 14.60 19.34
64 H 22.68 13.68 20.48
65 H 21.97 14.63 19.16
66 H 23.99 10.81 17.47
67 H 24.28 10.61 15.89
68 C 13.53 5.04 15.77
69 C 12.30 5.81 16.26
70 C 11.03 5.12 16.95
71 O 11.35 4.28 18.09
72 C 11.03 2.88 17.90
73 N 12.72 6.93 17.13
74 H 13.77 4.31 16.55
75 H 14.40 5.62 15.48
76 H 13.35 4.43 14.88
77 H 11.98 6.39 15.40
78 H 10.54 4.53 16.18
79 H 10.26 5.80 17.32
80 H 11.10 2.38 18.87
81 H 11.72 2.38 17.22
82 H 9.97 2.66 17.75
83 H 12.76 6.49 18.04
84 H 12.05 7.67 17.29
85 C 16.71 11.49 12.43
86 C 15.40 11.06 13.23
87 C 14.23 10.73 12.22
88 O 13.94 11.93 11.45
89 C 13.05 11.68 10.40
90 N 15.71 10.00 14.15
91 H 16.63 12.22 11.63
92 H 17.09 10.50 12.17
93 H 17.26 12.01 13.22
94 H 15.05 11.95 13.75
95 H 13.47 10.59 12.99
96 H 14.36 9.87 11.56
97 H 13.56 11.18 9.58
98 H 12.61 12.60 10.01
99 H 12.13 11.11 10.49
100 H 16.35 9.30 13.78
101 H 14.92 9.51 14.53
102 C 15.82 -0.29 20.24
103 C 16.74 -1.49 20.72
104 C 17.37 -2.33 19.51
105 O 16.62 -2.75 18.39
106 C 17.44 -2.85 17.22
107 N 17.57 -1.03 21.84
108 H 16.39 0.37 19.58
109 H 15.47 0.28 21.10
110 H 14.97 -0.73 19.72
111 H 16.02 -2.08 21.28
112 H 17.78 -3.23 19.96
113 H 18.20 -1.75 19.10
114 H 17.72 -1.82 16.99
115 H 16.82 -3.10 16.35
116 H 18.34 -3.44 17.38
117 H 17.16 -0.44 22.55
118 H 18.37 -0.54 21.45
119 C 22.75 -6.34 14.54
120 C 22.40 -5.45 13.42
121 C 23.49 -4.34 13.27
122 O 23.86 -3.76 14.52
123 C 22.95 -2.96 15.12
124 N 22.11 -6.34 12.27
125 H 23.69 -6.86 14.35
126 H 22.01 -7.10 14.79
127 H 22.71 -5.77 15.47
128 H 21.49 -4.92 13.70
129 H 23.11 -3.65 12.52
130 H 24.41 -4.76 12.86
131 H 22.13 -3.61 15.43
132 H 22.55 -2.30 14.35
133 H 23.45 -2.51 15.97
134 H 22.89 -6.98 12.25
135 H 22.22 -5.87 11.38
136 C 14.88 -1.71 11.59
137 C 13.85 -0.83 10.87
138 C 12.69 -0.54 11.82
139 O 11.84 -1.64 12.15
140 C 11.04 -1.95 11.03
141 N 14.59 0.40 10.58
142 H 14.40 -2.61 11.97
143 H 15.29 -1.17 12.43
144 H 15.77 -1.95 11.01
145 H 13.67 -1.38 9.95
146 H 12.11 0.32 11.50
147 H 13.16 -0.01 12.65
148 H 10.26 -2.69 11.26
149 H 11.70 -2.39 10.28
150 H 10.77 -1.03 10.52
151 H 15.08 0.64 11.42
152 H 15.31 0.35 9.87